The following is a quantum chemistry calculation of an isolated ion of composition C4H4N3OS and charge -1 in a non-equilibrium geometry, from the Open Molecules 2025 dataset.

Geometry as XYZ:
```
13
Properties=species:S:1:pos:R:3:forces:R:3:lowdin_spin:R:1
C -1.449734 -1.229718 -0.244469 2.36 3.49 1.28 0.1166
C -0.803143 -0.092454 -0.878329 -0.91 -3.21 3.36 0.1758
C -2.332313 -1.612556 -2.978877 -1.42 -1.79 2.76 0.0403
C 0.092571 0.628308 0.054823 0.85 -0.07 2.69 0.0591
N -2.182098 -2.195584 -0.642607 -1.32 -1.50 0.49 0.2427
N -2.657700 -2.122696 -1.899182 0.58 0.52 -1.62 0.0521
N -0.812006 0.080509 -2.142602 0.28 1.07 -2.66 0.5674
O -2.472644 -1.473436 -4.117759 0.46 1.01 -2.54 0.0304
S 0.095533 0.968085 -3.119262 0.11 0.20 -0.44 0.6796
H -1.212377 -1.125832 0.828862 -0.46 -1.00 -0.34 0.0083
H -0.216384 1.606264 0.341608 -0.96 1.05 0.24 0.0130
H 1.051487 0.874796 -0.308421 1.37 -0.19 -1.21 0.0134
H 0.354783 0.130390 1.086781 -0.95 0.42 -2.01 0.0013
```
Forces are in eV/Å.

Properties
Spin multiplicity ... 3
Expectation value of S² ... 2.022
Total charge ... -1
HOMO energy (alpha / beta) ... -1.34 / -3.61 eV
Electronic energy ... -792.42191 a.u.